FHNOS | the ωB97M-V functional and the def2-TZVPD basis

Last column: natural (NBO) charge in e.
Cartesian coordinates (Å):
N  1.959  -0.334  -2.639  -0.124
O  2.355  -0.787  -3.748  -0.474
F  -0.707  0.868  1.549  -0.590
S  1.005  -1.363  -1.658  -0.394
H  -0.748  0.482  0.640  0.583

Output
net charge: -1
relative energy (zero: lowest compared OMol25 entry of this formula, charge and spin): 39.3 kJ/mol
HOMO level: -3.214 eV

***

C6H8S2 | the ωB97M-V functional and the def2-TZVPD basis

Last column: natural (NBO) charge in e.
Cartesian coordinates (Å):
C  3.368  -0.090  -0.341  -0.228
C  2.177  -0.092  -0.147  -0.013
C  0.795  -0.057  0.179  -0.156
C  0.538  -0.134  1.673  -0.604
C  -0.054  0.815  -0.747  -0.416
S  -1.254  1.764  -0.073  0.058
C  -0.169  -0.747  -0.712  -0.369
S  -1.465  -1.700  -0.087  0.023
H  4.408  -0.330  -0.668  0.251
H  0.831  -1.182  2.029  0.244
H  -0.517  0.175  1.848  0.230
H  1.148  0.629  2.076  0.218
H  0.304  1.162  -1.819  0.257
H  -0.514  2.268  0.987  0.129
H  0.204  -1.199  -1.620  0.246
H  -2.284  -0.715  0.302  0.132

Output
net charge: 0
SMILES string: C#C[C@@]1(C)[C@H](S)[C@@H]1S
relative energy (zero: lowest compared OMol25 entry of this formula, charge and spin): 331.0 kJ/mol
HOMO level: -8.706 eV

***

C7H13NO9SSeTi | the ωB97M-V functional and the def2-TZVPD basis

Last column: Löwdin spin population.
Cartesian coordinates (Å):
Ti  0.503  -0.283  -0.538  0.988
O  3.697  2.080  0.341  0.001
C  2.605  1.617  0.074  0.003
O  2.147  0.455  0.435  0.013
C  1.578  2.398  -0.833  0.004
O  1.826  3.515  -1.248  0.004
O  0.525  1.690  -1.082  0.014
C  -3.370  -2.427  2.486  0.025
N  -2.092  -2.129  1.889  0.153
C  -1.514  -3.273  1.195  0.018
C  -2.108  -0.937  1.130  0.504
O  -1.028  -0.669  0.436  0.158
H  -3.258  -3.233  3.215  0.000
H  -4.122  -2.734  1.740  0.012
H  -3.752  -1.545  3.006  0.002
H  -1.428  -4.102  1.902  0.000
H  -0.527  -3.027  0.810  0.001
H  -2.129  -3.587  0.340  0.009
H  -2.619  -0.100  1.612  0.043
O  -0.326  -3.637  -2.199  0.005
Se  0.831  -2.505  -2.195  0.011
O  0.199  -0.950  -2.434  0.009
O  1.362  -2.175  -0.628  0.006
O  2.050  -2.824  -3.204  0.006
C  0.816  -0.240  3.233  0.003
S  0.005  1.371  3.231  0.003
C  -1.342  0.964  4.361  0.002
H  1.169  -0.481  4.238  0.000
H  1.656  -0.177  2.544  0.000
H  0.120  -1.005  2.888  0.001
H  -1.888  0.095  3.989  0.002
H  -2.021  1.815  4.407  0.000
H  -0.971  0.753  5.367  0.000

Output
net charge: -2
expectation value of S²: 2.005
multiplicity: 3
HOMO level (alpha / beta): -0.565 / -2.884 eV

***

C2H4N2 | the ωB97M-V functional and the def2-TZVPD basis

Last column: natural (NBO) charge in e.
Cartesian coordinates (Å):
C  0.940  0.286  0.114  -0.390
N  -0.316  -0.710  0.159  -0.652
C  -1.510  -0.104  0.001  0.397
N  -2.525  0.399  -0.074  -0.372
H  1.139  0.628  1.047  0.198
H  1.836  -0.324  -0.234  0.216
H  0.479  1.098  -0.372  0.210
H  -0.045  -1.273  -0.643  0.394

Output
net charge: 0
SMILES string: CNC#N
relative energy (zero: lowest compared OMol25 entry of this formula, charge and spin): 146.9 kJ/mol
HOMO level: -10.200 eV

***

C4H6N2O | the ωB97M-V functional and the def2-TZVPD basis

Last column: natural (NBO) charge in e.
Cartesian coordinates (Å):
C  1.495  1.001  0.046  -0.496
C  0.158  0.542  -0.248  0.140
C  -1.333  1.000  -0.310  -0.319
N  -1.994  -0.345  0.091  -0.432
C  -1.127  -1.267  0.043  0.229
N  0.056  -0.894  -0.575  -0.178
O  1.250  -1.393  -0.269  -0.508
H  1.902  1.883  0.579  0.218
H  2.388  0.380  -0.066  0.229
H  -1.647  1.408  -1.303  0.247
H  -1.212  1.667  0.674  0.244
H  -1.119  -2.340  0.471  0.204
H  1.181  -1.641  0.869  0.423

Output
net charge: 0
SMILES string: C=C1CN=CN1O
relative energy (zero: lowest compared OMol25 entry of this formula, charge and spin): 602.2 kJ/mol
HOMO level: -8.703 eV

***

C11H24ClN3O5TlV | the ωB97M-V functional and the def2-TZVPD basis

Last column: Löwdin charge in e.
Cartesian coordinates (Å):
N  -2.154  -0.851  -0.206  0.011
C  -3.033  -1.392  0.534  -0.237
O  -3.871  -1.862  1.221  0.281
Tl  -0.804  3.040  1.162  1.149
V  -0.460  -0.048  -0.406  1.111
N  0.149  1.956  -0.301  -0.389
N  0.586  -1.297  -1.274  -0.107
C  -0.278  2.407  -1.686  -0.684
C  0.145  -2.368  -2.189  -0.627
C  0.056  3.880  -1.880  -0.022
C  0.426  1.598  -2.761  -0.028
C  -1.777  2.149  -1.769  -0.033
C  -0.370  -3.533  -1.345  0.001
C  1.286  -2.853  -3.080  -0.005
C  -0.988  -1.839  -3.057  -0.031
H  -0.420  4.543  -1.146  0.070
H  -0.307  4.193  -2.867  0.124
H  1.140  4.046  -1.838  0.108
H  1.449  1.961  -2.915  0.108
H  -0.129  1.728  -3.700  0.124
H  0.463  0.517  -2.527  0.052
H  -2.051  1.101  -1.503  0.060
H  -2.093  2.345  -2.804  0.130
H  -2.360  2.827  -1.124  0.086
H  0.427  -3.931  -0.708  0.098
H  -0.728  -4.332  -2.004  0.121
H  -1.197  -3.204  -0.703  0.076
H  2.077  -3.350  -2.506  0.097
H  1.725  -2.023  -3.647  0.106
H  0.887  -3.583  -3.795  0.119
H  -1.327  -2.651  -3.712  0.118
H  -0.643  -1.011  -3.690  0.090
H  -1.838  -1.501  -2.449  0.064
C  1.632  1.961  -0.117  -0.079
H  1.924  1.183  0.601  0.083
H  2.164  1.798  -1.068  0.101
H  1.974  2.933  0.286  0.118
C  1.837  -1.560  -0.553  -0.032
H  1.801  -1.192  0.485  0.080
H  2.030  -2.642  -0.513  0.114
H  2.698  -1.086  -1.057  0.131
O  -0.585  -0.235  4.201  -0.202
Cl  0.014  0.372  3.055  0.757
O  0.360  1.779  3.298  -0.392
O  1.184  -0.360  2.595  -0.313
O  -1.020  0.385  1.902  -0.506

Output
net charge: +2
HOMO level (alpha / beta): -15.924 / -15.993 eV